# 1
Here is a cluster of 3 separate species, C22H51F8N6O5P3S in total in a non-equilibrium geometry from OMol25. Energies are from ωB97M-V/def2-TZVPD.

## Properties
- Structure (SMILES): CCC[C@H](C)P(C[C@H](O)C(F)(F)F)S(=O)(=O)C(F)(F)C(F)(F)F.CN(C)P(=O)(N(C)C)N(C)C.CN(C)P(=O)(N(C)C)N(C)C
- Gap between HOMO and LUMO: 7.189 eV
- Net charge: 0
- HOMO: -7.87 eV

Last columns: bonded neighbours and bond lengths (Å).
CARTESIAN COORDINATES (ANGSTROEM)
1 C 1.8816 -7.1365 2.5521  C2 1.527, H24 1.093, H25 1.089, H26 1.088
2 C 3.0189 -6.9647 1.5479  C1 1.527, C3 1.540, H27 1.087, H28 1.092
3 C 3.2072 -5.4920 1.1386  C2 1.540, C4 1.549, H29 1.091, H30 1.089
4 C 2.7046 -5.0920 -0.2710  C3 1.549, C5 1.558, P6 1.839, H31 1.090
5 C 2.4360 -3.5583 -0.3319  C4 1.558, H32 1.084, H33 1.085, H34 1.091
6 P 1.2821 -6.0832 -0.8842  C4 1.839, C7 1.852, S14 2.160
7 C -0.3276 -5.2985 -0.4117  P6 1.852, C8 1.556, H35 1.090, H36 1.090
8 C -1.2950 -6.4376 0.0207  C7 1.556, O9 1.391, C10 1.534, H37 1.089
9 O -2.0436 -6.9261 -1.0453  C8 1.391, H38 0.962
10 C -2.2088 -5.9756 1.1629  C8 1.534, F11 1.352, F12 1.342, F13 1.334
11 F -2.7316 -4.7540 0.9140  C10 1.352
12 F -3.2578 -6.8068 1.2638  C10 1.342
13 F -1.5755 -5.9269 2.3358  C10 1.334
14 S 1.4077 -5.9412 -3.0360  P6 2.160, O15 1.437, O16 1.437, C17 1.870
15 O 2.2456 -4.8723 -3.5042  S14 1.437
16 O 0.0591 -5.9168 -3.5328  S14 1.437
17 C 2.0810 -7.5947 -3.5921  S14 1.870, F18 1.339, F19 1.327, C20 1.569
18 F 1.1849 -8.5085 -3.1983  C17 1.339
19 F 2.2028 -7.5818 -4.9139  C17 1.327
20 C 3.4498 -7.9938 -2.9376  C17 1.569, F21 1.345, F22 1.327, F23 1.327
21 F 4.0689 -8.8312 -3.7885  C20 1.345
22 F 3.2530 -8.6749 -1.8159  C20 1.327
23 F 4.2542 -6.9548 -2.7521  C20 1.327
24 H 0.9202 -6.9331 2.0742  C1 1.093
25 H 1.9605 -6.4261 3.3737  C1 1.089
26 H 1.8455 -8.1448 2.9599  C1 1.088
27 H 2.8988 -7.6454 0.7083  C2 1.087
28 H 3.9393 -7.2688 2.0508  C2 1.092
29 H 4.2832 -5.3107 1.1335  C3 1.091
30 H 2.8105 -4.8180 1.8959  C3 1.089
31 H 3.5286 -5.2632 -0.9633  C4 1.090
32 H 1.5781 -3.3097 -0.9464  C5 1.084
33 H 2.3829 -3.1444 0.6693  C5 1.085
34 H 3.2950 -3.0822 -0.8075  C5 1.091
35 H -0.7872 -4.8669 -1.3009  C7 1.090
36 H -0.2070 -4.5447 0.3662  C7 1.090
37 H -0.6675 -7.2293 0.4283  C8 1.089
38 H -2.8113 -6.3661 -1.1933  O9 0.962
39 C -3.0506 -0.5171 0.7737  N40 1.448, H50 1.095, H51 1.099, H52 1.086
40 N -1.8440 -0.3926 1.5649  C39 1.448, C41 1.460, P42 1.728
41 C -1.9188 -1.1397 2.8171  N40 1.460, H53 1.098, H54 1.093, H55 1.090
42 P -0.2384 -0.0930 1.0015  N40 1.728, O43 1.513, N44 1.739, N47 1.782
43 O 0.2049 -1.5047 0.6849  P42 1.513
44 N -0.0755 0.5763 -0.5956  P42 1.739, C45 1.452, C46 1.464
45 C -1.1734 0.6991 -1.5371  N44 1.452, H56 1.099, H57 1.091, H58 1.093
46 C 1.1046 0.0747 -1.3015  N44 1.464, H59 1.097, H60 1.090, H61 1.091
47 N -0.2175 1.5464 1.7006  P42 1.782, C48 1.467, C49 1.438
48 C 0.6523 1.6853 2.8743  N47 1.467, H62 1.100, H63 1.092, H64 1.094
49 C -1.3933 2.3624 1.8373  N47 1.438, H65 1.099, H66 1.089, H67 1.094
50 H -3.9153 -0.2571 1.3924  C39 1.095
51 H -3.1987 -1.5303 0.3747  C39 1.099
52 H -3.0785 0.1809 -0.0581  C39 1.086
53 H -2.0641 -0.4615 3.6682  C41 1.098
54 H -1.0101 -1.7187 3.0005  C41 1.093
55 H -2.7463 -1.8492 2.8082  C41 1.090
56 H -1.6836 -0.2566 -1.7220  C45 1.099
57 H -0.8020 1.0710 -2.4930  C45 1.091
58 H -1.9029 1.4438 -1.2099  C45 1.093
59 H 0.9283 -0.9034 -1.7669  C46 1.097
60 H 1.9529 -0.0286 -0.6244  C46 1.090
61 H 1.3996 0.7808 -2.0798  C46 1.091
62 H 0.1941 1.2683 3.7827  C48 1.100
63 H 0.8929 2.7345 3.0593  C48 1.092
64 H 1.5987 1.1619 2.7070  C48 1.094
65 H -2.0199 2.0750 2.6933  C49 1.099
66 H -2.0165 2.3622 0.9445  C49 1.089
67 H -1.0897 3.4030 1.9864  C49 1.094
68 C -0.4898 9.8740 -0.8525  N69 1.448, H79 1.095, H80 1.098, H81 1.086
69 N -0.7330 8.5804 -1.4555  C68 1.448, C70 1.460, P71 1.731
70 C -0.8439 8.6552 -2.9097  N69 1.460, H82 1.098, H83 1.092, H84 1.090
71 P -0.2719 7.0280 -0.8450  N69 1.731, O72 1.516, N73 1.745, N76 1.800
72 O 1.1664 7.0103 -1.3246  P71 1.516
73 N 0.1101 6.9013 0.8531  P71 1.745, C74 1.451, C75 1.463
74 C 0.2694 8.0384 1.7400  N73 1.451, H85 1.099, H86 1.091, H87 1.092
75 C 1.1818 5.9426 1.1220  N73 1.463, H88 1.098, H89 1.091, H90 1.093
76 N -1.9784 6.6802 -0.3903  P71 1.800, C77 1.467, C78 1.439
77 C -2.6279 5.6734 -1.2363  N76 1.467, H91 1.099, H92 1.093, H93 1.095
78 C -2.9220 7.6925 0.0056  N76 1.439, H94 1.099, H95 1.087, H96 1.094
79 H -1.2480 10.5820 -1.2024  C68 1.095
80 H 0.5029 10.2783 -1.0919  C68 1.098
81 H -0.5959 9.8578 0.2286  C68 1.086
82 H -1.8899 8.5493 -3.2272  C70 1.098
83 H -0.2621 7.8729 -3.4028  C70 1.092
84 H -0.4733 9.6074 -3.2886  C70 1.090
85 H 1.0162 8.7584 1.3758  C74 1.099
86 H 0.5855 7.6980 2.7271  C74 1.091
87 H -0.6782 8.5529 1.9115  C74 1.092
88 H 2.1773 6.3801 0.9722  C75 1.098
89 H 1.1010 5.0691 0.4741  C75 1.091
90 H 1.1212 5.5800 2.1514  C75 1.093
91 H -2.9376 6.0833 -2.2083  C77 1.099
92 H -3.5087 5.2566 -0.7417  C77 1.093
93 H -1.9409 4.8424 -1.4281  C77 1.095
94 H -3.3355 8.2548 -0.8431  C78 1.099
95 H -2.4995 8.4019 0.7134  C78 1.087
96 H -3.7517 7.2007 0.5210  C78 1.094

Löwdin population analysis, charges in e, atoms 1 to 8:
1. C -0.102
2. C -0.279
3. C -0.213
4. C -0.502
5. C -0.109
6. P 1.022
7. C -0.257
8. C -0.366

***

# 2
Here is a cluster of 4 separate species, C22H52O4S in total from OMol25. Energies are from ωB97M-V/def2-TZVPD.

## Properties
- Gap between HOMO and LUMO: 10.304 eV
- Net charge: 0
- HOMO: -9.89 eV

Last columns: bonded neighbours and bond lengths (Å).
CARTESIAN COORDINATES (ANGSTROEM)
1 C -0.3881 -1.9435 1.2982  C2 1.523, H10 1.085, H11 1.083, H12 1.084
2 C 0.8556 -1.3874 1.9795  C1 1.523, O3 1.430, H13 1.087, H14 1.083
3 O 1.9370 -1.1810 1.0671  C2 1.430, C4 1.416
4 C 1.6563 -0.2388 0.0483  O3 1.416, C5 1.511, H15 1.093, H16 1.084
5 C 2.8266 0.7106 -0.0589  C4 1.511, O6 1.442, H17 1.083, H18 1.088
6 O 2.9583 1.6840 0.9963  C5 1.442, S7 1.619
7 S 1.7565 2.7672 1.0677  O6 1.619, O8 1.427, O9 1.650
8 O 2.2768 3.7969 1.9075  S7 1.427
9 O 0.6736 1.9713 2.0250  S7 1.650, H19 0.974
10 H -0.8959 -1.1328 0.7854  C1 1.085
11 H -1.0444 -2.3754 2.0434  C1 1.083
12 H -0.0878 -2.6653 0.5471  C1 1.084
13 H 0.6568 -0.4497 2.4912  C2 1.087
14 H 1.2247 -2.1061 2.7012  C2 1.083
15 H 1.6038 -0.7887 -0.8950  C4 1.093
16 H 0.7045 0.2667 0.1605  C4 1.084
17 H 3.7133 0.0930 0.0127  C5 1.083
18 H 2.8717 1.1752 -1.0420  C5 1.088
19 H -0.1917 2.3698 1.8215  O9 0.974
20 C -0.9355 0.2054 -2.6584  C21 1.525, H26 1.092, H27 1.091, H28 1.093
21 C -0.8865 0.5442 -4.1443  C20 1.525, C22 1.528, H29 1.093, H30 1.093
22 C 0.5380 0.6890 -4.6774  C21 1.528, C23 1.530, H31 1.093, H32 1.095
23 C 1.3518 1.8137 -4.0346  C22 1.530, C24 1.528, H33 1.094, H34 1.095
24 C 0.7325 3.2058 -4.1490  C23 1.528, C25 1.526, H35 1.093, H36 1.094
25 C 0.5794 3.6827 -5.5904  C24 1.526, H37 1.092, H38 1.091, H39 1.091
26 H -0.4795 0.9914 -2.0521  C20 1.092
27 H -1.9672 0.0872 -2.3233  C20 1.091
28 H -0.4089 -0.7308 -2.4588  C20 1.093
29 H -1.4577 1.4573 -4.3314  C21 1.093
30 H -1.3883 -0.2485 -4.7046  C21 1.093
31 H 0.4984 0.8363 -5.7597  C22 1.093
32 H 1.0713 -0.2549 -4.5245  C22 1.095
33 H 2.3453 1.8280 -4.4934  C23 1.094
34 H 1.5146 1.5865 -2.9763  C23 1.095
35 H 1.3696 3.9124 -3.6109  C24 1.093
36 H -0.2397 3.2316 -3.6489  C24 1.094
37 H 1.5475 3.7116 -6.0942  C25 1.092
38 H 0.1584 4.6883 -5.6189  C25 1.091
39 H -0.0839 3.0336 -6.1636  C25 1.091
40 C 1.9275 -8.2351 1.0759  C41 1.526, H46 1.091, H47 1.091, H48 1.092
41 C 1.2632 -7.5679 -0.1251  C40 1.526, C42 1.528, H49 1.094, H50 1.093
42 C 2.2383 -7.2479 -1.2574  C41 1.528, C43 1.530, H51 1.094, H52 1.095
43 C 3.3487 -6.2613 -0.8914  C42 1.530, C44 1.528, H53 1.095, H54 1.093
44 C 2.8619 -4.9065 -0.3796  C43 1.528, C45 1.525, H55 1.093, H56 1.093
45 C 2.0440 -4.1305 -1.4068  C44 1.525, H57 1.092, H58 1.092, H59 1.091
46 H 2.6830 -7.5923 1.5295  C40 1.091
47 H 1.1886 -8.4654 1.8447  C40 1.091
48 H 2.4073 -9.1710 0.7830  C40 1.092
49 H 0.7484 -6.6593 0.1993  C41 1.094
50 H 0.4888 -8.2342 -0.5141  C41 1.093
51 H 1.6741 -6.8640 -2.1119  C42 1.094
52 H 2.7012 -8.1787 -1.5998  C42 1.095
53 H 3.9765 -6.1035 -1.7740  C43 1.095
54 H 4.0017 -6.7095 -0.1375  C43 1.093
55 H 3.7328 -4.3083 -0.1008  C44 1.093
56 H 2.2759 -5.0331 0.5349  C44 1.093
57 H 2.6282 -3.9471 -2.3113  C45 1.092
58 H 1.7449 -3.1638 -0.9973  C45 1.092
59 H 1.1352 -4.6648 -1.6894  C45 1.091
60 C -1.8183 2.9868 3.9861  C61 1.528, H66 1.090, H67 1.092, H68 1.092
61 C -2.7383 3.5680 2.9135  C60 1.528, C62 1.528, H69 1.093, H70 1.097
62 C -2.8291 5.0926 2.9558  C61 1.528, C63 1.529, H71 1.093, H72 1.094
63 C -3.4080 5.6641 4.2507  C62 1.529, C64 1.528, H73 1.094, H74 1.093
64 C -4.8072 5.1630 4.6063  C63 1.528, C65 1.526, H75 1.093, H76 1.094
65 C -5.8647 5.5332 3.5701  C64 1.526, H77 1.092, H78 1.091, H79 1.091
66 H -2.1715 3.2173 4.9911  C60 1.090
67 H -1.7668 1.8996 3.8979  C60 1.092
68 H -0.8051 3.3804 3.8826  C60 1.092
69 H -3.7331 3.1249 3.0044  C61 1.093
70 H -2.3655 3.2736 1.9248  C61 1.097
71 H -3.4239 5.4357 2.1049  C62 1.093
72 H -1.8288 5.5118 2.8088  C62 1.094
73 H -3.4315 6.7547 4.1663  C63 1.094
74 H -2.7319 5.4441 5.0811  C63 1.093
75 H -5.0930 5.5936 5.5692  C64 1.093
76 H -4.7978 4.0789 4.7493  C64 1.094
77 H -5.9254 6.6164 3.4478  C65 1.092
78 H -6.8478 5.1771 3.8806  C65 1.091
79 H -5.6496 5.0918 2.5959  C65 1.091

Löwdin population analysis, charges in e, atoms 1 to 8:
1. C -0.058
2. C -0.245
3. O -0.142
4. C -0.236
5. C -0.199
6. O -0.298
7. S 0.873
8. O -0.382

***

# 3
Here is a cluster of 4 separate species, C22H53B2Cl2N3O2 in total from OMol25. Energies are from ωB97M-V/def2-TZVPD.

## Properties
- Structure (SMILES): CB(O)B(O)/C(Cl)=C(\C)Cl.CCN(CC)CC.CCN(CC)CC.CCN(CC)CC
- Gap between HOMO and LUMO: 8.180 eV
- Net charge: 0
- HOMO: -8.17 eV

Last columns: bonded neighbours and bond lengths (Å).
CARTESIAN COORDINATES (ANGSTROEM)
1 C 0.2589 3.3771 4.6242  B2 1.584, H11 1.090, H12 1.089, H13 1.091
2 B -0.6429 4.6740 4.7380  C1 1.584, O3 1.362, B4 1.707
3 O -0.4030 5.7444 3.9308  B2 1.362, H14 0.959
4 B -1.8998 4.6895 5.8926  B2 1.707, O5 1.394, C6 1.570
5 O -1.6203 4.1973 7.1665  B4 1.394, H15 0.959
6 C -3.3722 5.1654 5.6259  B4 1.570, Cl7 1.745, C8 1.342
7 Cl -3.9975 6.2363 6.8533  C6 1.745
8 C -4.1176 4.8056 4.5698  C6 1.342, C9 1.505, Cl10 1.728
9 C -3.5968 3.9426 3.4516  C8 1.505, H16 1.082, H17 1.090, H18 1.084
10 Cl -5.7497 5.3335 4.3588  C8 1.728
11 H 0.4298 3.0751 3.5909  C1 1.090
12 H -0.2159 2.5386 5.1309  C1 1.089
13 H 1.2167 3.5280 5.1236  C1 1.091
14 H 0.3670 5.6037 3.3765  O3 0.959
15 H -1.1750 4.8723 7.6824  O5 0.959
16 H -2.8788 3.2077 3.7923  C9 1.082
17 H -3.1378 4.5866 2.7012  C9 1.090
18 H -4.4310 3.4559 2.9588  C9 1.084
19 C -1.1649 1.4749 -0.6371  C20 1.521, H26 1.091, H27 1.090, H28 1.091
20 C 0.3087 1.5662 -0.2736  C19 1.521, N21 1.450, H29 1.094, H30 1.102
21 N 0.6884 0.6753 0.8053  C20 1.450, C22 1.452, C24 1.452
22 C 2.0119 0.9436 1.3379  N21 1.452, C23 1.534, H31 1.094, H32 1.095
23 C 3.2252 0.7287 0.4237  C22 1.534, H33 1.089, H34 1.092, H35 1.090
24 C 0.3562 -0.7248 0.6097  N21 1.452, C25 1.535, H36 1.093, H37 1.093
25 C 0.9239 -1.4317 -0.6287  C24 1.535, H38 1.091, H39 1.092, H40 1.089
26 H -1.7950 1.6557 0.2350  C19 1.091
27 H -1.4042 2.2266 -1.3900  C19 1.090
28 H -1.4247 0.5017 -1.0563  C19 1.091
29 H 0.5189 2.5885 0.0536  C20 1.094
30 H 0.9062 1.4076 -1.1865  C20 1.102
31 H 2.1434 0.3460 2.2443  C22 1.094
32 H 2.0186 1.9860 1.6742  C22 1.095
33 H 3.4544 -0.3278 0.2893  C23 1.089
34 H 4.1063 1.1935 0.8706  C23 1.092
35 H 3.0833 1.1774 -0.5598  C23 1.090
36 H -0.7325 -0.8154 0.5865  C24 1.093
37 H 0.6630 -1.2686 1.5069  C24 1.093
38 H 0.8349 -0.8253 -1.5314  C25 1.091
39 H 0.3752 -2.3589 -0.8058  C25 1.092
40 H 1.9717 -1.7006 -0.5009  C25 1.089
41 C -4.7177 -0.0013 -3.3929  C42 1.521, H48 1.091, H49 1.090, H50 1.091
42 C -4.5787 0.5547 -4.8022  C41 1.521, N43 1.450, H51 1.093, H52 1.102
43 N -4.1172 1.9294 -4.8317  C42 1.450, C44 1.452, C46 1.451
44 C -4.2397 2.5524 -6.1371  N43 1.452, C45 1.534, H53 1.093, H54 1.094
45 C -3.3946 1.9952 -7.2901  C44 1.534, H55 1.089, H56 1.092, H57 1.090
46 C -2.8829 2.1893 -4.1139  N43 1.451, C47 1.535, H58 1.093, H59 1.093
47 C -1.6284 1.4068 -4.5282  C46 1.535, H60 1.091, H61 1.092, H62 1.089
48 H -5.3701 0.6304 -2.7890  C41 1.091
49 H -5.1523 -1.0006 -3.4339  C41 1.090
50 H -3.7552 -0.0865 -2.8867  C41 1.091
51 H -5.5619 0.5295 -5.2793  C42 1.093
52 H -3.9358 -0.1236 -5.3864  C42 1.102
53 H -4.0281 3.6192 -6.0253  C44 1.093
54 H -5.2937 2.4918 -6.4255  C44 1.094
55 H -2.3474 2.2827 -7.2064  C45 1.089
56 H -3.7621 2.3930 -8.2380  C45 1.092
57 H -3.4487 0.9080 -7.3502  C45 1.090
58 H -3.0668 2.0010 -3.0535  C46 1.093
59 H -2.6761 3.2607 -4.1764  C46 1.093
60 H -1.8401 0.3498 -4.6954  C47 1.091
61 H -0.8796 1.4667 -3.7349  C47 1.092
62 H -1.1723 1.8107 -5.4307  C47 1.089
63 C 3.3168 -3.4304 2.2885  C64 1.520, H70 1.092, H71 1.091, H72 1.090
64 C 3.0924 -4.7908 1.6479  C63 1.520, N65 1.450, H73 1.093, H74 1.102
65 N 3.8861 -4.9954 0.4514  C64 1.450, C66 1.452, C68 1.452
66 C 3.4824 -6.1604 -0.3154  N65 1.452, C67 1.534, H75 1.093, H76 1.095
67 C 3.6541 -7.5452 0.3221  C66 1.534, H77 1.089, H78 1.092, H79 1.090
68 C 5.3166 -4.7970 0.6042  N65 1.452, C69 1.535, H80 1.093, H81 1.093
69 C 6.0564 -5.6508 1.6440  C68 1.535, H82 1.091, H83 1.092, H84 1.089
70 H 3.1359 -2.6307 1.5673  C63 1.092
71 H 2.6284 -3.2973 3.1240  C63 1.091
72 H 4.3278 -3.3180 2.6811  C63 1.090
73 H 2.0403 -4.8637 1.3590  C64 1.093
74 H 3.2568 -5.5705 2.4092  C64 1.102
75 H 4.0158 -6.1401 -1.2695  C66 1.093
76 H 2.4255 -6.0291 -0.5682  C66 1.095
77 H 4.6953 -7.8641 0.3342  C67 1.089
78 H 3.0981 -8.2853 -0.2566  C67 1.092
79 H 3.2730 -7.5770 1.3431  C67 1.090
80 H 5.4866 -3.7447 0.8444  C68 1.093
81 H 5.7799 -4.9397 -0.3749  C68 1.093
82 H 5.5083 -5.7156 2.5849  C69 1.091
83 H 7.0275 -5.2025 1.8629  C69 1.092
84 H 6.2426 -6.6631 1.2889  C69 1.089

Löwdin population analysis, charges in e, atoms 1 to 8:
1. C -0.012
2. B -0.409
3. O 0.140
4. B -0.379
5. O 0.096
6. C -0.589
7. Cl 0.671
8. C -0.744